Computed, not measured: the ion C5H14N2O with charge +1 at a distorted geometry, with ωB97M-V with the def2-TZVPD basis set.

Geometry (Å):
1 C 0.63 1.28 1.15
2 N 0.24 0.28 0.24
3 C 1.05 -0.90 0.00
4 C 0.24 -2.11 -0.42
5 C -0.67 -1.90 -1.63
6 O -0.06 -2.25 -2.87
7 C -0.64 2.02 1.74
8 N -1.22 3.00 0.83
9 H 1.24 2.05 0.67
10 H 1.24 0.89 1.96
11 H -0.22 0.63 -0.61
12 H 1.78 -0.58 -0.75
13 H 1.61 -1.11 0.90
14 H 0.94 -2.90 -0.70
15 H -0.35 -2.44 0.44
16 H -0.94 -0.85 -1.77
17 H -1.56 -2.51 -1.50
18 H 0.87 -2.50 -2.75
19 H -0.30 2.54 2.63
20 H -1.40 1.28 1.95
21 H -1.97 2.62 0.27
22 H -0.53 3.43 0.22

Properties
Relative energy (zero: lowest compared OMol25 entry of this formula, charge and spin) ... 1.492 eV
HOMO-LUMO gap (spin up / spin down) ... 10.970 / 5.936 eV
Total energy ... -383.32079 Ha
Strongest force on any atom ... 1.6 eV/A
Spin multiplicity ... 2
LUMO energy (spin up / spin down) ... -3.053 / -7.834 eV
HOMO level (spin up / spin down) ... -14.02 / -13.77 eV
Net charge ... +1

Atomic partial charges in e from the Löwdin method, atoms 1 to 8: C -0.151; N 0.124; C -0.136; C -0.134; C -0.231; O -0.050; C -0.193; N 0.038

Computed, not measured: a cluster of 2 separate species, C5H14N2O in total at a distorted geometry, with ωB97M-V with the def2-TZVPD basis set.

Geometry (Å):
1 C 1.37 -0.20 0.26
2 C -0.04 0.35 -0.07
3 C -1.09 -0.54 0.62
4 C -1.53 -0.25 1.84
5 C -2.49 -2.45 0.19
6 N -1.56 -1.64 -0.16
7 N 2.43 0.61 -0.39
8 H 1.43 -1.24 -0.05
9 H 1.39 -0.34 1.35
10 H -0.29 1.35 0.28
11 H -0.25 0.33 -1.14
12 H -1.24 0.43 2.63
13 H -2.39 -0.74 2.30
14 H -2.74 -2.53 1.24
15 H -2.95 -3.19 -0.46
16 H -1.19 -1.62 -1.10
17 H 2.19 1.29 -1.15
18 H 3.23 0.06 -0.72
19 H 2.80 1.21 0.34
20 H 0.78 3.40 -1.29
21 H 1.16 3.05 -2.69
22 O 1.00 2.64 -1.83

Properties
Relative energy (zero: lowest compared OMol25 entry of this formula, charge and spin) ... 1.104 eV
HOMO-LUMO gap ... 9.320 eV
Total energy ... -382.99838 Ha
Strongest force on any atom ... 2.4 eV/A
LUMO energy ... -8.682 eV
HOMO level ... -18.00 eV
Net charge ... +2

Atomic partial charges in e from the Löwdin method, atoms 1 to 8: C -0.118; C -0.119; C -0.281; C 0.155; C 0.240; N 0.111; N 0.206; H 0.137